1.
C27H45BeBrClF10KN6O4S | ωB97M-V with the def2-TZVPD basis set

For the LUMO energy, the calculation gives -0.1681 Ha. The value obtained for the HOMO energy is -5.73 eV. The value obtained for the HOMO-LUMO gap is 1.159 eV.

```
97
Properties=species:S:1:pos:R:3:forces:R:3:mulliken_charge:R:1
Br 1.187 6.211 5.860 -1.33 0.56 1.83 -0.279
K 1.914 0.173 -0.225 4.45 -3.47 0.49 0.767
Cl 2.373 -1.147 2.932 -0.86 -0.01 -0.73 -0.746
S -0.569 5.472 -2.263 0.35 1.60 -0.20 1.420
F -1.969 4.785 -1.942 -0.10 -0.60 0.21 -0.341
F -0.850 5.187 -3.792 -0.18 -0.11 -0.30 -0.337
F -1.291 6.858 -2.391 -0.20 0.09 -0.02 -0.302
F 0.731 6.672 -0.279 -0.19 -0.88 -0.73 -0.192
F -0.019 8.483 1.146 -0.08 0.10 0.18 -0.758
F 0.155 4.999 1.697 0.00 0.24 -0.04 -0.373
F 0.784 6.163 -2.685 0.34 -0.29 -0.06 -0.323
F -1.367 6.282 0.092 0.08 -0.45 -0.45 -0.218
F 0.181 4.048 -2.226 0.05 -0.54 0.05 -0.388
F 1.386 4.099 0.176 0.13 -0.16 -0.47 -0.388
O -3.078 -2.958 -0.287 -0.23 0.12 -0.44 -0.644
O 4.569 0.015 1.624 0.27 0.47 -0.90 -0.344
O 3.356 3.250 3.697 -0.06 -0.06 0.06 -0.407
O 8.312 -2.537 4.354 0.03 -0.05 -0.02 -0.554
N -1.158 1.266 -5.509 0.36 -0.20 0.13 -0.700
N -1.015 0.401 -1.034 -1.68 0.06 0.30 1.809
N -2.109 0.804 -2.932 0.45 0.03 0.04 -0.549
N -0.315 1.036 -4.413 0.22 -0.07 0.29 0.204
N -2.875 -3.967 -1.074 0.58 0.56 1.78 0.772
N -0.104 0.569 -2.068 0.67 -0.10 0.05 0.145
C -2.204 0.559 -1.623 -0.41 -0.17 -0.53 0.203
C -2.451 -6.403 -0.734 0.61 0.08 -0.13 -1.206
C -0.393 -3.889 -0.780 0.19 0.05 0.30 -1.602
C 5.428 -0.571 2.242 -0.04 -0.02 0.22 0.155
C -0.235 5.781 -0.415 0.16 1.01 0.91 0.554
C 0.117 4.531 0.429 -0.13 0.05 1.01 0.872
C 2.527 5.533 3.809 0.79 -0.43 -0.66 -1.036
C 0.142 1.215 1.098 -1.27 -0.35 0.64 -1.040
C 7.454 -1.946 3.734 -0.02 0.03 0.08 0.401
C 5.870 -0.083 3.568 0.02 0.02 0.09 -0.226
C 3.359 4.444 4.484 0.09 0.31 -0.45 -0.158
C -4.643 -5.534 -1.581 -0.10 -0.01 -0.19 -1.665
C -1.464 -5.097 -2.707 -0.30 -0.41 -0.05 -1.391
C -4.117 1.962 -0.938 0.68 -0.37 0.06 -1.174
C 7.005 -2.433 2.406 0.20 0.03 -0.32 -0.246
C 6.066 -1.798 1.713 -0.05 -0.07 0.00 -0.425
C 6.811 -0.720 4.261 -0.01 0.04 -0.04 -0.369
C -1.547 -2.650 -2.596 0.03 0.30 -0.13 -1.446
C -1.581 -3.913 -1.742 0.54 -0.39 -1.26 1.772
C -3.992 -5.227 0.787 0.03 0.47 0.24 -1.838
C -0.869 3.397 0.407 -0.08 -0.19 -0.45 -0.583
C -0.805 0.811 -3.197 -0.92 0.11 0.01 0.056
C -0.794 0.113 0.417 3.00 0.28 -0.17 -0.563
C -1.654 -6.472 -2.045 -0.02 0.01 0.02 -0.772
C -3.546 0.518 -1.006 0.06 0.47 0.55 -0.545
C -0.690 2.407 1.548 0.03 -0.25 -0.20 -1.496
C -3.460 -5.251 -0.637 -0.79 -1.05 -0.56 1.287
Be 7.309 -5.181 2.751 -0.04 -0.95 0.27 -0.024
H -0.264 2.809 2.456 0.13 0.46 0.01 0.664
H -2.419 -2.596 -3.250 -0.03 -0.02 0.02 0.523
H -0.682 -6.924 -1.840 -0.01 -0.01 0.04 0.333
H -1.747 -6.325 0.098 -0.08 0.09 0.06 0.384
H -2.973 -7.347 -0.579 -0.16 0.08 0.02 0.572
H -1.687 0.419 -5.664 -0.21 -0.04 -0.15 0.295
H -0.310 -4.782 -0.164 -0.08 -0.01 0.00 0.395
H -2.213 -4.979 -3.494 -0.05 0.11 0.06 0.401
H 7.492 -3.351 2.036 -0.12 0.96 0.01 0.323
H -1.735 0.053 0.926 -0.48 0.13 -0.15 0.750
H -3.195 -5.044 1.508 0.01 0.07 -0.02 0.413
H -1.532 -1.762 -1.973 -0.07 -0.08 0.10 -0.250
H 5.727 -2.143 0.744 -0.02 0.00 0.01 0.373
H 1.514 5.193 3.637 0.03 -0.09 -0.13 0.215
H -0.500 -5.066 -3.218 0.04 0.14 0.09 0.526
H -3.471 2.634 -1.486 0.04 0.27 -0.22 0.129
H -2.147 -7.141 -2.751 -0.01 0.03 -0.02 0.413
H -0.653 -2.644 -3.226 0.00 -0.10 0.04 0.448
H 7.146 -0.382 5.232 0.01 -0.03 0.01 0.432
H 5.381 0.812 3.933 -0.09 -0.03 -0.03 0.514
H -1.674 2.046 1.829 -0.21 -0.09 0.20 0.369
H 0.939 1.517 0.378 -2.48 1.92 1.94 0.875
H 2.499 6.499 4.407 0.52 -0.53 -0.89 0.330
H 2.949 4.184 5.451 -0.04 -0.12 0.05 0.350
H -1.800 2.010 -5.273 -0.08 0.18 0.00 0.328
H 4.391 4.783 4.626 -0.04 0.06 0.07 0.248
H -0.745 2.853 -0.525 0.01 0.10 -0.23 -0.036
H -4.441 -6.193 1.017 0.06 -0.07 -0.11 0.421
H 0.537 -3.812 -1.349 -0.06 -0.02 -0.10 0.350
H -4.324 -5.600 -2.623 0.04 0.00 0.02 0.360
H 0.895 0.540 -1.981 -0.68 0.18 -0.51 -0.139
H -5.133 -6.474 -1.323 0.06 0.01 0.07 0.395
H 0.672 1.021 -4.586 0.13 0.14 -0.20 0.166
H 2.950 5.768 2.816 -0.01 0.31 0.13 0.398
H -4.179 -0.115 -1.608 0.00 -0.26 -0.30 0.592
H -4.101 2.285 0.094 -0.33 0.21 0.18 0.343
H 3.730 3.468 2.840 0.04 0.00 -0.05 0.255
H -5.385 -4.738 -1.510 0.04 0.05 0.03 0.388
H -1.866 3.812 0.347 -0.22 0.25 0.33 0.675
H -5.099 2.023 -1.377 -0.33 0.00 0.12 0.361
H -4.758 -4.467 0.923 0.05 0.06 -0.02 0.362
H 0.619 0.731 1.996 -0.07 0.13 -0.84 -0.065
H -0.325 -0.887 0.527 -0.34 0.33 -0.21 -0.379
H -0.446 -3.031 -0.111 -0.15 -0.01 0.09 0.224
H -3.510 0.077 -0.021 -0.06 -0.21 0.18 0.212
```
Forces are in eV/Å.

2.
C27H45BiCl2N2O4PS2Si2 | ωB97M-V with the def2-TZVPD basis set

As for the spin multiplicity: 2. For the LUMO energy (spin up / spin down), the calculation gives 0.1622 / 0.1621 Ha. As for the expectation value of S²: 0.780. The calculation puts the energy relative to the best compared isomer or geometry (same formula, charge and spin) at 10.09 kcal/mol. Its net charge is -2. The value obtained for the HOMO energy (spin up / spin down) is 0.16 / -2.30 eV. The value obtained for the HOMO-LUMO gap (spin up / spin down) is 4.258 / 6.712 eV.

```
86
Properties=species:S:1:pos:R:3:forces:R:3:mulliken_charge:R:1
Bi -0.562 -0.134 0.083 0.49 0.34 -1.05 0.448
Cl -3.612 3.353 -0.834 -0.05 0.28 0.23 -0.293
Cl -5.173 1.862 -5.745 -0.19 0.08 -0.31 -0.309
S 3.605 -2.113 -1.351 -0.34 0.17 0.38 -0.537
S 2.121 -1.119 1.670 0.13 -0.17 -0.17 -0.422
P 3.667 -1.743 0.592 0.79 0.15 0.16 0.944
Si -1.809 -2.357 0.547 -1.03 -1.58 0.27 0.902
Si -1.747 0.491 2.338 -1.20 0.44 1.83 1.068
O 4.324 -2.997 1.396 -0.43 0.28 0.10 -0.411
O -2.501 0.697 -0.656 0.37 -0.20 0.20 -0.265
O 4.928 -0.690 0.869 -0.42 -0.83 0.08 -0.479
O -1.209 -1.509 -2.151 0.42 -0.06 0.52 -0.556
N 1.234 1.851 -2.355 0.15 0.05 -0.16 1.439
N 0.690 3.248 0.119 -0.08 0.13 0.01 1.410
C 1.271 3.922 -1.018 0.09 -0.16 -0.16 -1.472
C 4.397 -5.306 0.722 0.03 0.41 0.05 -1.045
C -2.922 0.966 -1.871 -0.28 0.24 -0.16 -1.177
C 1.989 0.812 -3.016 0.04 0.02 0.06 -0.622
C -3.454 -2.626 -0.411 0.61 0.27 0.00 -1.408
C -2.443 -1.135 3.113 0.39 0.17 -0.38 0.359
C -3.578 0.366 -4.174 0.07 -0.05 0.11 -1.445
C -3.353 1.548 2.233 0.53 -0.19 -0.31 -1.316
C -3.030 -3.458 2.920 -0.10 -0.26 -0.05 -0.431
C -3.583 2.165 -2.103 -0.06 -0.08 -0.16 0.890
C 4.818 0.585 0.289 -0.08 0.59 -0.21 0.576
C -0.801 1.326 3.803 -0.01 -0.28 -0.56 -1.464
C -2.970 -1.156 4.402 -0.02 0.20 0.10 -0.399
C 0.082 2.213 -3.147 -0.05 0.01 0.14 -1.128
C -2.020 -1.086 -3.017 -0.13 -0.27 -0.74 -0.929
C -0.797 -3.981 0.412 -0.09 0.62 0.01 -1.258
C -2.472 -2.316 2.356 0.44 0.28 -0.32 0.224
C 5.961 0.821 -0.688 -0.26 -0.19 0.18 -1.422
C -4.273 1.536 -4.279 0.06 0.00 0.02 0.544
C 2.035 2.984 -1.957 -0.15 -0.01 0.14 -0.884
C -4.282 2.492 -3.275 0.08 -0.04 -0.06 -1.161
C -3.553 -3.464 4.200 -0.07 -0.18 0.03 -0.697
C 5.119 -3.965 0.744 0.31 -0.32 -0.38 -0.303
C -2.825 0.060 -3.000 -0.09 0.05 0.09 1.873
C -0.275 4.089 0.784 0.05 0.08 -0.10 -0.916
C 1.682 2.701 1.014 0.03 -0.02 -0.20 -0.438
C -3.518 -2.301 4.950 -0.08 0.04 0.18 -0.666
H 6.068 -4.040 1.293 -0.11 0.05 -0.04 0.268
H -0.319 2.245 3.488 0.13 0.24 -0.08 0.422
H 2.925 2.606 -1.446 0.04 0.00 -0.05 -0.017
H -0.378 -4.077 -0.584 0.07 0.04 -0.25 0.317
H -0.603 2.824 -2.563 -0.15 0.06 -0.02 0.168
H 2.387 3.589 -2.824 -0.03 -0.10 0.06 0.402
H -1.462 1.584 4.625 -0.28 -0.05 0.08 0.426
H 4.982 -6.041 0.170 0.07 -0.11 0.02 0.364
H 5.903 1.826 -1.102 0.00 0.13 -0.09 0.374
H 0.164 5.038 1.150 0.00 -0.01 0.09 0.358
H 6.915 0.702 -0.178 0.13 -0.01 0.03 0.401
H -0.031 0.668 4.189 0.26 -0.17 0.07 0.361
H 1.966 4.731 -0.701 -0.10 -0.03 -0.03 0.457
H -3.921 -2.289 5.956 0.00 0.02 0.03 0.360
H -3.570 -0.348 -4.987 -0.02 0.00 -0.07 0.297
H -0.713 3.553 1.623 -0.04 -0.01 0.09 -0.005
H -4.012 -1.694 -0.432 -0.12 0.19 0.00 0.266
H -3.988 -4.368 4.612 0.02 -0.01 0.00 0.352
H -1.078 4.324 0.087 -0.06 0.06 0.02 0.148
H 2.376 1.124 -4.004 0.00 0.05 -0.05 0.276
H 3.437 -5.180 0.226 -0.06 -0.02 -0.05 0.236
H -3.264 -2.912 -1.441 0.09 -0.02 -0.14 0.347
H -4.115 1.014 1.674 -0.07 -0.08 -0.18 0.300
H 1.336 -0.048 -3.150 0.05 -0.13 -0.05 0.144
H 1.202 2.344 1.922 0.01 -0.06 0.06 -0.087
H -4.081 -3.389 0.048 0.05 -0.11 0.27 0.514
H -1.395 -4.866 0.615 -0.26 -0.05 0.04 0.353
H 2.827 0.495 -2.401 0.07 -0.04 0.06 -0.115
H -2.956 -0.250 4.993 0.01 0.13 0.12 0.237
H 0.354 2.755 -4.073 0.05 0.05 0.00 0.182
H 4.221 -5.655 1.739 -0.02 -0.10 0.04 0.284
H 5.326 -3.641 -0.285 0.04 -0.10 0.27 0.333
H -3.756 1.773 3.219 0.10 -0.11 0.31 0.427
H 0.454 4.385 -1.574 0.03 0.13 0.00 0.488
H -3.182 2.488 1.718 0.04 0.14 -0.11 0.217
H 3.856 0.675 -0.234 0.15 0.12 0.06 -0.557
H 2.458 3.440 1.285 0.00 0.05 0.07 0.273
H 2.163 1.844 0.549 0.08 -0.07 0.05 -0.124
H -3.062 -4.369 2.337 -0.01 -0.16 -0.06 0.238
H -0.446 1.306 -3.431 -0.11 -0.02 -0.01 0.295
H -2.105 -1.678 -3.958 -0.03 0.09 0.12 -0.080
H 4.836 1.331 1.098 -0.08 -0.09 -0.14 0.277
H -4.799 3.431 -3.381 -0.02 0.04 0.03 0.422
H 5.890 0.088 -1.490 0.05 0.00 -0.06 0.261
H 0.030 -3.969 1.116 0.19 0.07 0.14 0.314
```
Forces are in eV/Å.